{"formula": "C5H6N", "method": "ωB97M-V with the def2-TZVPD basis set", "species": ["C", "N", "C", "C", "C", "C", "H", "H", "H", "H", "H", "H"], "positions_angstrom": [[2.91732, 2.08714, -1.33566], [2.00790, 1.37604, -1.22807], [1.05779, 0.53879, -0.84735], [0.02024, -0.00009, -0.53822], [-1.04181, -0.86582, -0.07832], [-1.39480, -0.88586, 1.41303], [3.58788, 2.92243, -1.29672], [-0.87267, -1.96912, -0.34447], [-1.94063, -0.36502, -0.68591], [-0.56745, -1.35615, 1.92677], [-2.19605, -1.55782, 1.38308], [-1.57773, 0.07549, 1.63183]], "spin_multiplicity": 1, "fmax_ev_per_a": 3.91, "e_lumo_ev": -5.57, "charge": 1, "orbital_gap_ha": 0.352, "de_lowest_ev": 4.569}